(1)
91
Properties=species:S:1:pos:R:3:forces:R:3 method="wB97M-V/def2-TZVPD" mol_weight_g_mol=725.8 e_above_lowest_kcal_mol=18.7 largest_force_ev_per_a=3.31 gap_ev="4.035 / 3.928" e_tot_ev=-90905.156
H -0.924617 -3.094471 -0.095415 0.43 -0.04 0.46
C -4.160012 0.151172 -2.521795 -0.22 -0.16 0.12
H -0.094250 -4.662475 -1.534744 0.36 -0.11 0.63
C 3.828681 0.439335 0.126394 -0.27 0.43 0.54
P 1.193614 0.416781 -1.074140 -0.76 -0.29 0.33
H 2.218169 -1.453000 -3.275767 0.20 0.27 -0.02
H 2.251246 -5.794752 0.920808 0.26 0.05 0.35
O 1.072840 2.350772 0.548876 -1.16 0.79 3.00
C -2.038031 1.689170 -0.477012 -0.01 0.35 0.35
C 3.231816 2.246905 -3.991319 0.21 -0.13 -0.27
H -2.791893 -3.423795 3.259933 0.23 0.61 -0.03
C 3.393005 -0.109435 -4.525797 -0.09 -0.05 -0.07
C 3.757897 1.219357 -4.790373 -0.29 0.07 0.36
P -2.509674 -0.017808 -0.344674 1.16 -1.74 -0.71
O -0.424420 8.550292 -1.419841 0.06 -0.09 2.30
C -2.652762 -1.909510 1.729822 -0.23 -0.59 0.05
C 2.412055 1.950012 -2.905683 0.16 -0.56 -0.08
C -6.440883 -0.864651 -1.249391 0.06 0.23 -0.10
H 0.984841 -4.585801 3.373716 0.12 -0.23 -0.21
H 2.333062 -1.129863 3.424242 0.54 -0.21 -0.39
H -7.444830 -0.545889 -3.143408 0.45 -0.03 0.22
H 2.015056 2.722582 -2.239575 0.22 -0.18 -0.28
C 2.511353 -0.051495 0.123990 0.39 -1.07 -0.05
H -3.272479 0.552527 -3.017827 -0.20 -0.18 0.18
C 0.082012 5.442144 2.051535 0.27 -0.07 -0.42
C 2.774684 -0.705801 2.501790 0.93 -0.61 -1.44
C 0.039361 6.784832 1.655763 -0.34 -0.04 -0.74
C 4.059913 -0.146456 2.503413 -0.41 0.60 0.39
H 3.467086 3.285546 -4.215191 0.03 -0.19 0.03
H -1.860345 2.068991 0.523483 0.01 0.42 0.06
H -2.751311 1.464955 2.271196 0.05 -0.33 0.11
C -6.497867 -0.472508 -2.595943 0.24 -0.06 0.16
H 1.877471 -3.551623 -2.095443 -0.05 -0.20 0.28
C -2.666234 -0.042169 3.793152 0.17 0.64 -0.40
O -0.190046 2.501652 2.484951 0.32 -0.50 -0.49
C -2.663983 -0.531168 1.388386 -0.57 0.29 0.07
H 0.688684 -5.584601 -0.206889 -0.34 0.43 -0.30
H 4.441086 1.460836 -5.616611 -0.40 -0.17 0.40
C 0.912337 -4.780783 2.291924 0.41 -0.45 0.58
C -2.716894 0.391460 2.463453 0.45 0.39 0.80
O -0.499677 9.290885 0.652973 0.22 -1.52 -1.31
H -5.393324 0.316523 -4.290555 0.01 -0.08 0.43
H -2.672892 -2.659981 0.930997 0.09 0.27 0.23
C 0.178761 4.760761 -0.290061 0.43 -0.07 0.54
C -2.674081 -1.405917 4.097824 0.18 -0.65 0.30
C 2.536537 -0.424860 -3.460914 0.45 0.72 -0.19
C -1.307578 -1.046431 -1.199162 -1.64 0.78 -0.84
C 0.007667 7.081675 0.275256 0.20 -1.84 0.62
C 0.576300 -4.574653 -0.650012 -0.19 -0.45 -0.38
C 2.103121 0.608938 -2.614494 0.31 -0.31 -0.69
N -0.327013 8.376437 -0.179383 -0.12 3.05 -1.23
C -5.351049 0.022848 -3.237404 -0.25 -0.05 0.29
H 0.615845 -1.947846 -1.406981 -0.77 0.53 -0.19
C 0.192204 4.411696 1.081396 -0.42 1.07 0.14
C 2.797632 -3.401081 -0.176922 0.89 -0.74 0.19
H 0.165303 6.321533 -1.760763 -0.14 0.11 0.33
H -2.707407 -1.749937 5.130222 0.06 0.16 -0.19
C 1.977067 -4.158512 -1.181913 0.01 -0.12 -0.15
H 1.568157 -1.797047 1.000247 0.48 0.82 -0.05
C -4.106157 -0.228288 -1.167239 -0.38 -0.21 -0.12
H 3.506438 -3.183201 1.786451 0.05 -0.03 -0.24
H -2.834605 2.233478 -0.982850 0.05 0.11 0.11
H -1.763946 -1.872725 -1.782063 0.04 0.36 0.82
C -2.690445 -2.345592 3.063446 -0.34 0.13 -0.68
C -5.254295 -0.720065 -0.520574 0.22 0.05 -0.41
C 0.145048 6.081916 -0.701238 -0.46 -0.17 0.48
H 0.295518 -5.694868 2.170199 0.30 0.20 0.14
H -1.102515 1.750073 -1.031594 0.00 0.00 0.04
H 0.232416 3.971739 -1.041290 0.13 0.15 0.34
H 5.612570 0.750736 1.294162 -0.43 -0.13 0.09
H -0.019345 7.618864 2.361640 -0.10 -0.47 -0.23
H -0.378407 -3.099942 2.459494 -0.60 -1.42 -0.82
H 3.439001 -2.600370 -0.581059 -0.59 -0.16 0.49
H -2.626874 0.683410 4.617223 -0.15 -0.23 -0.54
H 0.034019 5.203534 3.122883 0.15 -0.06 -0.61
C 0.212493 -3.622395 1.676114 -0.07 -0.37 1.05
C 0.369451 2.938248 1.450991 0.87 0.02 -1.63
H -5.212704 -0.987066 0.539961 -0.01 0.05 -0.40
H 4.241148 0.846321 -0.804460 -0.12 0.15 0.53
C 4.577340 0.392410 1.315521 0.23 -0.45 -0.55
C 0.077149 -0.994622 -1.191756 2.05 -1.41 0.36
H 2.952802 -5.403014 2.523748 0.07 0.07 -0.50
Ca 0.091386 -1.222824 2.228320 -1.83 1.96 -0.14
C -0.081060 -3.643371 0.340273 -0.90 1.04 -0.85
C 2.906430 -3.784842 1.104764 0.95 0.36 -0.49
C 2.332219 -5.023499 1.697371 -0.73 -0.44 0.29
H 4.662236 -0.156201 3.418451 -0.32 0.26 -0.35
H -7.331925 -1.266942 -0.756697 0.34 0.20 -0.21
C 2.188761 -0.890377 1.219447 -0.27 0.94 0.25
H 3.787292 -0.904320 -5.164790 -0.17 0.22 0.20
H 2.507248 -5.082501 -1.485191 -0.13 0.32 0.01

---

(2)
89
Properties=species:S:1:pos:R:3:forces:R:3 method="wB97M-V/def2-TZVPD" mol_weight_g_mol=859.0 total_charge=+2 e_above_lowest_kcal_mol=0.0 largest_force_ev_per_a=5.88 spin_multiplicity=3 gap_ev="4.833 / 4.860" e_tot_ev=-81216.834
H -2.541379 0.627154 -3.271733 0.41 0.30 0.33
H -3.712956 0.081373 1.355177 0.42 -0.14 0.04
C -1.515040 -2.267503 -5.015882 0.33 -0.32 0.12
O 1.041572 -0.680602 6.373612 0.23 0.74 -0.56
C -1.468281 0.440727 -3.125201 0.78 0.65 0.32
H 0.658307 6.129261 -1.401668 0.38 -0.08 0.27
C 0.763942 -0.779928 10.383747 -0.21 0.48 -0.20
H 4.249985 2.601823 -6.467461 -0.15 -0.30 -0.03
H 1.370902 -0.562626 5.465026 -0.27 0.01 0.37
H -2.735074 1.930954 0.317839 0.07 -0.13 0.35
C 0.358642 -3.314838 -3.802146 -0.54 0.26 0.00
H -0.003115 4.110058 -2.595837 0.20 0.07 0.18
W 0.380467 0.038736 -1.466198 -1.25 -0.15 5.75
O 0.355830 1.505845 6.173637 0.69 -1.41 0.23
C 1.614027 -1.257575 -0.603731 0.88 -1.06 0.60
C -2.618317 -2.100775 -1.953974 -0.29 0.07 0.87
H -1.366909 -1.971877 3.711417 -0.40 0.58 0.03
C 1.760374 2.989430 -1.979887 -0.56 -0.35 -0.12
C 0.370162 1.678274 9.066448 0.20 -0.31 0.22
Cl 0.851620 0.361919 12.811432 0.10 0.10 0.25
H -2.105131 1.838390 1.959905 0.33 -0.05 -0.26
H 2.779826 6.101545 -0.052289 0.21 0.30 -0.15
C -4.873115 -3.532264 -1.040616 0.15 0.30 -0.04
H -1.650358 -1.947774 1.183231 -0.94 -0.37 0.45
C 0.485917 1.261925 1.085463 -2.66 1.44 0.35
C -3.858951 -1.460892 -1.834265 -0.14 -0.49 -0.34
C 0.524442 0.486545 8.339827 -0.10 0.11 -0.09
C -0.569841 1.520196 -3.167272 -0.13 0.33 -0.55
H -0.616051 2.429143 -0.314329 0.28 -0.51 -0.28
H -2.258289 -1.469404 -5.079276 0.12 -0.33 0.00
H -5.979318 -1.741686 -1.581205 0.39 -0.13 0.37
C 2.694669 -0.447338 -6.150135 -0.14 0.08 0.49
C 2.941254 2.063308 -4.863265 -0.29 -0.54 -0.10
H -0.252322 -4.899111 -6.727361 -0.02 0.10 0.10
C 0.410354 0.849382 2.546402 0.85 0.04 -0.11
C 2.065937 -0.243118 -4.921255 -0.39 0.46 -0.01
H 1.170333 -2.251020 -0.543738 -0.04 -0.30 0.09
C 3.381342 4.132681 -0.612427 -0.57 -0.15 0.03
H -2.699890 -0.435984 0.007478 -0.14 0.33 0.64
C 0.621245 0.528069 6.860420 -0.67 0.74 0.10
P -1.086702 -1.235348 -2.513401 -2.41 -2.23 -2.86
H 0.196157 1.809760 3.060452 0.26 0.19 -0.37
H 3.119230 2.956737 -4.259773 -0.22 -0.06 -0.51
H 1.543509 -1.057671 -4.399489 0.09 0.42 -0.49
C -4.993640 -2.208337 -1.488013 0.12 -0.01 0.05
H 0.836364 -1.728093 10.902439 0.09 0.12 -0.01
H -2.014808 -3.134933 -6.904676 0.17 -0.20 0.11
H 1.830263 -0.977277 0.427586 0.40 0.10 0.21
C -1.997324 -1.124869 1.830005 0.28 -1.07 -2.72
C -2.655965 -0.052271 1.048029 -0.29 0.06 -0.91
H -0.897769 2.559600 -3.274807 -0.77 -0.58 0.19
H 0.128183 2.605877 8.543154 0.32 -0.28 0.18
C 2.949283 2.956576 -1.215589 -0.29 -0.11 -0.83
H 1.456071 0.636264 2.858495 -0.52 0.07 -0.04
C 0.909897 4.108676 -2.005195 0.76 -0.17 -0.41
C -1.368207 -3.199902 -6.033413 0.29 0.04 0.17
C 3.591413 1.832101 -6.066540 0.26 -0.16 0.18
C -0.366141 -4.173500 -5.926688 0.17 0.01 -0.24
H -3.498623 -5.183441 -0.694253 -0.05 0.40 -0.24
H -1.555384 -3.969208 -1.579187 -0.20 0.13 -0.19
H 2.586487 -1.412655 -6.655268 0.29 0.39 0.22
P 1.208329 1.488476 -2.869464 0.85 1.46 -3.08
H 0.737011 -1.659427 8.433194 0.00 0.19 0.07
H -5.744806 -4.034535 -0.608618 0.32 0.08 -0.43
H 1.414342 1.825238 0.872975 -0.31 -0.73 -0.41
H 3.520461 2.022679 -1.149629 -0.01 0.46 -0.14
H -3.970043 -0.392217 -2.012688 -0.03 -0.24 -0.17
C 3.457066 0.589051 -6.692627 0.22 -0.03 -0.14
C -2.054013 1.358301 0.969023 -0.32 0.29 -0.50
C -0.682543 -2.376575 -3.896811 0.44 0.61 0.54
C -0.432873 -0.113281 3.327902 -1.22 -1.25 0.67
H 1.349641 -4.936620 -4.812018 -0.49 0.22 -0.11
C 0.667920 -0.734214 8.994773 0.32 -0.06 0.68
H 0.487108 2.553062 11.045835 -0.08 -0.08 -0.11
H 2.531643 -1.312635 -1.188717 0.42 -0.17 0.03
C -1.385513 -1.083424 3.060858 2.54 1.59 0.90
C 0.532726 1.647353 10.451320 -0.13 -0.28 -0.12
C -2.521592 -3.461157 -1.567122 0.28 0.24 0.07
C 1.311197 5.258556 -1.348091 0.05 -0.34 0.19
C 2.521394 5.242177 -0.648397 0.18 0.09 0.25
C -3.623027 -4.165280 -1.074714 -0.08 0.57 0.02
C 0.736214 0.421074 11.102875 -0.30 -0.14 -0.88
C 2.108371 1.047314 -4.359994 1.01 0.32 0.58
C -0.679432 1.544815 0.334825 1.24 -0.36 1.45
C 0.527013 -4.212730 -4.850368 -0.07 -0.07 -0.03
H 4.356571 4.153674 -0.113451 -0.58 0.14 -0.02
H 0.994305 -3.360768 -2.909475 -0.19 0.05 -0.39
H 4.041766 0.382777 -7.583260 -0.23 0.15 -0.07
H -0.148326 -0.042161 4.368087 0.30 -0.14 -0.02

---

(3)
98
Properties=species:S:1:pos:R:3:forces:R:3 method="wB97M-V/def2-TZVPD" mol_weight_g_mol=1038.9 total_charge=-2 largest_force_ev_per_a=1.18 gap_ev="6.401 / 6.400" e_tot_ev=-212100.296
O -2.487584 2.437093 0.931459 -0.19 -0.05 -0.66
H -1.979031 -7.171731 -3.168086 0.00 0.00 0.00
H 3.923222 -4.495285 -2.588352 0.00 0.00 0.00
C -2.387457 -1.589156 1.928442 -0.15 -0.23 0.37
H -1.609027 -0.362409 6.532942 0.00 -0.01 0.00
C 0.331064 2.798766 -2.568040 -0.03 -0.07 -0.02
H -1.046986 1.420775 -1.642068 0.04 -0.04 -0.14
H -2.050134 4.121614 -2.672708 -0.07 0.06 0.05
C -1.681875 -0.446040 4.377570 -0.03 -0.11 0.14
H -0.422515 -5.791986 -1.868812 0.01 0.01 0.01
C -1.356685 -5.354955 -2.207196 -0.01 0.08 -0.02
H -4.128703 -6.222381 -3.954759 0.01 0.00 -0.01
C -2.869612 -3.508246 -2.355414 -0.02 -0.04 -0.01
H -1.229734 -6.271441 2.813113 0.01 -0.02 0.00
H 0.300363 2.948365 -4.742493 -0.02 0.00 0.01
H -0.367297 1.959335 2.345313 0.02 0.02 -0.01
H -2.678340 -2.024074 0.983443 -0.04 0.03 0.01
C 3.583447 -2.423467 -3.042051 -0.10 -0.03 -0.07
C -0.079495 5.948096 0.277654 0.03 -0.03 -0.02
C 1.011255 6.570174 1.151993 0.00 -0.01 0.00
C -1.325536 0.206556 3.168968 0.11 0.02 0.09
H 1.787665 -4.779815 -1.414312 -0.03 -0.01 0.00
F 6.675196 0.335736 -1.878212 -0.07 0.01 0.01
F 5.403967 2.747957 -2.022136 -0.03 -0.02 0.02
C -1.330202 0.151164 5.618604 -0.04 -0.06 -0.07
O -4.945691 2.931908 -0.018401 0.47 -0.53 0.32
F 2.991065 3.080955 -0.982727 0.01 0.08 0.16
C 3.237397 -3.659237 -2.509054 -0.03 0.05 0.01
C 4.813450 -0.555565 -0.706174 -0.05 0.00 0.23
C -1.081520 2.223264 -2.387516 0.00 0.13 -0.05
C -0.729147 -5.357271 2.513753 0.01 0.05 -0.04
H 2.738482 6.190888 -0.105909 -0.02 -0.01 -0.01
C -0.640509 1.449800 3.256193 -0.06 -0.12 -0.09
C -0.892975 -4.867664 1.219807 0.08 0.02 0.03
C 2.856045 0.832615 -0.191298 -0.36 0.17 0.01
H 4.535540 -2.293688 -3.543601 0.02 0.01 0.02
C -0.666228 1.339499 5.665908 0.04 0.10 -0.10
C -2.233086 -6.141626 -2.943207 -0.02 0.02 0.00
H 0.313490 3.881884 -2.400699 0.00 0.01 0.00
H 0.212125 2.942541 4.495553 0.00 0.01 0.01
H -1.526899 -5.415606 0.531297 0.00 0.01 -0.03
Ge -2.070393 3.905893 -0.166809 -0.42 -0.33 0.53
H 1.244543 -2.901265 3.751701 -0.01 0.01 0.01
O -4.575984 0.951559 1.868892 0.33 0.38 -0.67
C -0.442612 4.516368 0.674286 0.29 0.01 0.08
H -3.138577 4.991950 0.068564 0.05 -0.02 -0.01
H -3.142354 2.868216 -2.068738 0.03 -0.03 -0.12
S 1.280077 1.061608 0.538066 0.73 -0.01 0.00
C 0.912446 2.510030 -3.948287 0.04 -0.03 0.01
H 2.398512 4.901670 1.035495 -0.02 -0.07 0.01
C 2.022510 -3.814850 -1.854129 0.02 0.01 0.05
C -3.438212 -5.608899 -3.386798 0.02 -0.01 0.01
H -0.968722 6.586532 0.330496 -0.02 -0.03 0.00
C -2.732518 -2.228236 3.139332 -0.02 0.03 -0.13
H 0.170065 -5.031053 4.435642 0.00 0.00 0.01
C -2.384240 -1.676196 4.335580 0.03 0.10 0.03
Se -4.056353 1.662128 0.508422 -0.96 0.10 -0.43
H 0.956110 1.432257 -4.124856 0.00 -0.01 0.00
C 2.395791 5.983478 0.910817 0.04 -0.01 -0.02
H -1.397555 1.729476 -3.311173 -0.04 -0.01 0.03
H 0.919104 -2.028526 1.488578 0.08 0.05 -0.05
H 3.131116 6.399976 1.603138 -0.01 0.01 -0.01
C 1.124437 -2.753949 -1.717354 0.08 0.07 -0.13
O -1.241975 -1.429359 -0.840684 0.12 -0.38 0.13
O -3.650420 0.661777 -0.739133 -0.52 0.69 0.81
F 5.431910 -1.746478 -0.619880 -0.01 0.11 -0.01
C 1.494671 -1.517315 -2.256751 -0.01 -0.15 -0.04
H 0.368699 3.807272 0.488762 0.01 0.02 0.00
C -1.654371 -4.023969 -1.894624 -0.13 -0.10 0.01
H 2.985594 -0.379145 -3.304802 0.00 0.03 0.01
H -4.690999 -3.866806 -3.434385 -0.01 0.00 0.00
Pd -1.398431 0.363246 0.243817 0.69 0.11 -0.18
H -0.676105 4.466399 1.743677 0.07 0.03 0.02
H 0.735849 6.426046 2.201940 -0.03 0.03 0.00
H -2.649737 -2.158888 5.270075 0.02 0.00 0.01
H 0.984729 2.384608 -1.800770 -0.09 0.05 -0.04
H -3.276931 -3.164747 3.105044 0.00 0.00 0.00
H 1.926720 2.904066 -4.049737 0.00 0.01 0.03
H 0.248752 5.963890 -0.769343 0.00 0.04 0.01
C 0.486829 -2.986514 1.752238 -0.03 -0.07 0.00
C -0.319414 1.999126 4.461599 -0.01 -0.04 0.14
C -2.127624 3.265490 -1.993620 0.02 -0.11 -0.20
H 1.034183 7.651836 0.979950 0.03 0.00 0.01
H 0.820219 -0.677693 -2.124475 0.02 0.01 -0.02
Si -0.560789 -2.865594 -0.867405 0.10 0.42 -0.21
H -0.407974 1.781809 6.621393 0.01 0.01 0.00
C 3.541242 1.859699 -0.852173 0.12 0.05 -0.17
C 2.710862 -1.351402 -2.910337 -0.11 -0.10 -0.11
C 0.656829 -3.469281 3.040571 0.01 -0.01 -0.04
C 0.051305 -4.660518 3.423623 -0.01 -0.01 -0.02
C -1.684283 -0.421866 1.946112 -0.28 -0.14 0.14
C 5.446414 0.493314 -1.340631 0.11 -0.04 -0.04
C 3.556544 -0.377453 -0.153771 0.18 -0.16 0.29
C -3.753305 -4.289929 -3.093336 0.06 0.02 0.03
H -3.113686 -2.477465 -2.118753 0.01 -0.01 0.01
C 4.798015 1.710794 -1.408056 -0.02 -0.02 -0.06
F 3.033793 -1.438701 0.475737 0.02 0.10 -0.08
C -0.281817 -3.681801 0.808494 -0.08 -0.06 0.20